1.
Entry from OMol25: 7 unconnected molecules or ions with the total composition C23H54O20P3 (the ωB97M-V functional and the def2-TZVPD basis).

Each line ends with the Löwdin charge.
Atoms and positions in Å:
1 P 3.7620 4.8188 -0.2315  0.47
2 P -3.8052 2.3980 -2.2123  0.47
3 P -2.8886 2.9691 3.6085  0.49
4 O 0.8337 -1.6636 -5.0451  0.09
5 O -3.5431 2.3148 -3.8154  -0.23
6 O 4.2567 3.3200 0.1542  -0.23
7 O -3.1472 4.3145 4.5195  -0.21
8 O 1.6895 -3.6439 -4.2065  -0.05
9 O 4.5479 5.7913 0.8478  -0.24
10 O -2.2173 3.4312 2.3714  -0.20
11 O 0.3895 2.5281 -1.4332  -0.09
12 O -2.0808 1.9875 4.5676  -0.24
13 O -5.3088 3.0578 -2.1878  -0.24
14 O 2.2571 4.9403 -0.2798  -0.23
15 O 2.7022 -4.4599 1.3569  0.10
16 O 4.4369 5.0642 -1.6574  -0.26
17 O -0.1328 1.7164 0.4899  -0.10
18 O -3.9832 0.9279 -1.6510  -0.22
19 O -2.7730 3.2508 -1.4917  -0.24
20 O -0.9345 -2.1689 3.4315  -0.02
21 O -2.0510 -1.5744 1.4936  0.10
22 O 2.2302 -6.3997 0.1807  -0.03
23 O -4.3374 2.1495 3.4116  -0.24
24 C -3.2076 -1.2907 3.5070  0.03
25 C -4.1923 4.2394 5.4874  -0.14
26 C 2.9632 -1.6874 -3.8247  0.02
27 C -2.9928 0.0445 -1.3865  -0.13
28 C 1.5971 -4.4349 -0.7454  0.01
29 C 0.2312 -2.5592 2.7895  -0.25
30 C -4.9324 2.2036 2.1696  -0.17
31 C 1.1798 0.2478 -1.1180  -0.03
32 C -0.8002 1.4101 4.0642  -0.05
33 C -2.3387 1.6437 -4.2500  -0.09
34 C -6.1533 3.3490 -0.9805  -0.06
35 C 4.9422 2.3667 -0.6996  -0.08
36 C 0.3546 1.5301 -0.6783  -0.74
37 C 3.6985 4.9309 -2.8629  -0.10
38 C 2.7230 -7.2407 1.2530  -0.22
39 C -0.5344 -4.1164 -3.2468  -0.08
40 C 0.5441 -4.4812 -4.2557  -0.22
41 C -1.9679 -1.6392 2.7004  -0.49
42 C 6.0733 5.8697 0.9343  -0.05
43 C 1.1755 -1.3269 2.6929  -0.04
44 C 1.7034 -2.3011 -4.4691  -0.48
45 C 2.2921 -5.0577 0.3774  -0.52
46 C 2.2301 -8.5256 0.8098  -0.11
47 H 6.5277 5.4398 0.0417  0.07
48 H 3.7506 5.8716 -3.4112  0.08
49 H 2.8412 -1.9492 -2.7736  0.07
50 H 0.1470 -3.0523 1.8211  0.10
51 H 2.2549 -6.8212 2.1435  0.13
52 H -0.5143 0.4756 4.5470  0.07
53 H -6.2984 2.5857 -0.2161  0.06
54 H -0.2354 -3.5038 -2.3962  0.07
55 H 1.9578 -9.1259 1.6779  0.08
56 H 4.1103 1.7167 -0.9709  0.08
57 H 1.6416 -1.1483 3.6619  0.07
58 H 2.9917 -9.1710 0.3721  0.08
59 H -3.0590 -0.0484 -0.3025  0.08
60 H -2.4370 0.6281 -4.6333  0.08
61 H 2.6788 4.5819 -2.7000  0.09
62 H 4.2190 4.2180 -3.5023  0.08
63 H -4.3553 2.8172 1.4778  0.08
64 H -7.1724 3.5266 -1.3239  0.07
65 H -0.7699 1.2593 2.9851  0.06
66 H 3.8577 -2.2057 -4.1701  0.08
67 H 0.8064 -5.1259 -1.0379  0.09
68 H 6.3034 6.9263 1.0714  0.08
69 H -3.7377 -2.2020 3.7837  0.09
70 H 1.1691 -0.5155 -0.3400  0.04
71 H -3.8947 -0.7082 2.8932  0.07
72 H -3.8486 4.0283 6.5000  0.08
73 H -4.8159 5.1304 5.4138  0.08
74 H 2.2775 -4.4048 -1.5964  0.09
75 H 0.6159 -0.4445 2.3826  0.05
76 H -5.9849 2.4813 2.1136  0.08
77 H 5.7362 1.7842 -0.2324  0.08
78 H 1.3509 -3.3732 -0.7338  0.09
79 H -1.0490 -5.0327 -2.9577  0.08
80 H 0.1058 -4.6742 -5.2349  0.12
81 H 0.7432 -3.3370 3.3562  0.11
82 H 2.2141 0.4726 -1.3781  0.03
83 H 1.3995 -8.6310 0.1118  0.09
84 H 5.4720 2.7972 -1.5494  0.07
85 H 6.5808 5.2469 1.6710  0.07
86 H 0.8599 -0.1001 -2.1002  0.04
87 H -1.9509 2.2161 -5.0927  0.09
88 H 0.9049 -5.4029 -3.7992  0.11
89 H -0.0748 2.1903 4.2950  0.10
90 H 1.9387 -1.4186 1.9201  0.07
91 H -2.0102 0.4801 -1.5680  0.08
92 H 3.7958 -7.3940 1.3706  0.13
93 H -4.8895 3.4243 5.2933  0.07
94 H -4.9561 1.1999 1.7451  0.08
95 H -2.9465 -0.6496 4.3489  0.07
96 H -1.3386 -3.6145 -3.7848  0.07
97 H -3.1418 -0.9509 -1.8050  0.09
98 H -5.7815 4.2271 -0.4525  0.09
99 H 3.1398 -0.6254 -3.9949  0.09
100 H -1.6211 1.6614 -3.4297  0.07

## Properties
- calculated total energy (hartree) = -3437.7963
- orbital gap (eV) = 5.367
- charge = -1
- 2S+1 = 1

2.
Entry from OMol25: 10 unconnected molecules or ions with the total composition C33H51NO25 (the ωB97M-V functional and the def2-TZVPD basis).

Each line ends with the Löwdin charge.
Atoms and positions in Å:
1 O 4.7115 -1.3533 3.5054  0.07
2 O -5.2505 -2.4067 -0.6179  0.06
3 O -2.1032 0.6463 -0.6747  0.13
4 O 5.8726 1.1400 -0.8087  0.06
5 O 2.6536 -2.6568 -3.9578  -0.04
6 O -4.5476 -3.1033 -2.6424  0.16
7 O 0.9344 -4.2999 0.7911  0.16
8 O 3.8454 0.9537 -1.6957  0.12
9 O 0.4793 -1.0192 3.9536  0.16
10 O 4.3211 2.6347 -0.2939  0.06
11 O -3.9123 0.8792 4.2310  0.00
12 O 3.1503 -3.4367 -1.8680  0.13
13 O 1.1648 2.0128 -5.2053  0.09
14 O 1.8067 -0.5207 5.6625  0.07
15 O -0.4695 0.3178 0.8809  0.05
16 O 4.8699 0.4580 2.1908  0.15
17 O -0.4421 -4.4742 -0.9932  0.04
18 O -5.6379 2.2908 3.8325  0.11
19 O 3.9077 -1.4422 1.4644  0.07
20 O 1.4300 1.0519 4.1019  0.04
21 O -0.1018 -0.2269 -1.2042  0.03
22 O -1.0177 1.7717 -4.8221  0.04
23 O -5.3011 -1.0119 -2.3192  0.06
24 O -1.0397 -3.2628 0.7856  0.09
25 O -0.3241 3.2466 -6.3522  0.16
26 N -0.8942 4.2419 -2.8242  0.18
27 C -5.0133 1.5588 4.5509  -0.54
28 C -4.9991 -2.2781 -1.9115  -0.58
29 C 1.0750 0.9517 -4.3045  -0.14
30 C 4.4870 -2.7344 3.2956  -0.10
31 C -3.3567 3.5505 -0.4687  -0.12
32 C 1.0929 -0.6340 -0.5466  -0.07
33 C 4.3959 -1.6270 -2.8572  0.01
34 C 4.6261 1.5315 -0.9997  -0.59
35 C -0.0693 2.4254 -5.5340  -0.59
36 C -5.3546 1.3464 6.0173  0.01
37 C -5.6569 -0.1708 -1.2071  -0.09
38 C -3.4305 3.5461 -2.9647  -0.16
39 C -1.0035 0.3085 -0.3755  -0.56
40 C -1.8864 2.2024 3.5621  -0.05
41 C -0.3796 0.9721 -3.8133  -0.11
42 C -2.1105 -3.1928 -0.1364  -0.12
43 C -3.0758 1.3627 3.1827  -0.22
44 C 1.1523 -3.5329 -5.5743  -0.07
45 C 3.6294 -2.7147 2.0059  -0.11
46 C -2.0070 3.9639 -2.8905  -0.24
47 C 4.4650 -0.6492 2.3991  -0.56
48 C 2.5150 0.6513 6.0696  -0.12
49 C 1.1502 -0.2066 4.5073  -0.56
50 C 1.9121 1.7566 5.2378  -0.12
51 C -5.6757 -1.1769 -0.0546  -0.10
52 C 5.5208 3.2118 0.2366  -0.09
53 C -0.0935 -4.0329 0.2723  -0.58
54 C 6.5985 2.1397 -0.0649  -0.08
55 C 3.2873 -2.6287 -2.7271  -0.51
56 C 1.8227 -3.7773 -4.2500  -0.25
57 C 0.9508 0.0793 0.7751  -0.08
58 C -1.5942 -3.7498 -1.4655  -0.09
59 C -4.2265 3.9599 -1.6815  -0.21
60 H 0.6246 -4.4414 -5.8807  0.08
61 H 2.4659 0.8603 7.1363  0.13
62 H 4.7138 -1.1807 -1.9259  0.07
63 H 2.0054 -0.3278 -1.0491  0.11
64 H 5.4044 3.2016 1.3164  0.13
65 H 3.8113 -3.0241 4.1010  0.13
66 H 4.1753 -0.8999 -3.6354  0.08
67 H 0.9679 -1.7145 -0.4605  0.13
68 H 1.4628 1.0134 0.9838  0.14
69 H -5.0760 3.2839 -1.6918  0.10
70 H 5.2906 -3.4556 3.1659  0.13
71 H -2.2815 -4.5558 -1.7183  0.13
72 H -0.6885 -0.0686 -3.8560  0.13
73 H -3.6668 1.8048 2.3813  0.11
74 H -5.6815 2.1583 6.6659  0.08
75 H -6.6701 -1.3370 0.3577  0.13
76 H 1.3720 -0.0212 -4.7183  0.12
77 H -0.4363 1.4858 -2.8585  0.10
78 H 4.0396 -3.5295 1.4100  0.13
79 H -4.8960 0.5986 -1.1093  0.11
80 H -2.3305 3.9031 -0.4000  0.07
81 H -3.3922 2.4627 -3.0590  0.11
82 H -1.4404 1.9227 4.5169  0.07
83 H 1.0512 2.2308 5.7245  0.13
84 H -1.3727 -3.0722 -2.2854  0.13
85 H 5.2688 -2.1144 -3.3045  0.10
86 H 2.5985 -2.9823 2.2343  0.12
87 H -2.9690 -3.7380 0.2528  0.13
88 H 5.7838 4.1122 -0.3086  0.13
89 H 3.5715 0.5366 5.8089  0.13
90 H -3.8379 4.0712 -3.8268  0.12
91 H 2.4115 -4.6965 -4.3402  0.13
92 H 0.4173 -2.7315 -5.5673  0.07
93 H -3.4481 2.4678 -0.4226  0.03
94 H -6.2388 0.6981 5.9811  0.09
95 H -3.8069 3.9005 0.4674  0.07
96 H 2.5910 2.5262 4.8745  0.14
97 H -1.0946 2.1854 2.8160  0.07
98 H -4.9465 -0.8987 0.7080  0.13
99 H 1.1091 -0.7226 1.4981  0.11
100 H 7.3611 2.4697 -0.7679  0.13
101 H 1.1388 -4.0139 -3.4303  0.11
102 H 1.9398 -3.4679 -6.3265  0.08
103 H -2.6221 0.4420 2.7992  0.12
104 H -2.2406 3.2386 3.5976  0.08
105 H 1.7948 0.9867 -3.4789  0.12
106 H -4.5748 0.8528 6.5936  0.08
107 H -6.6717 0.2069 -1.3098  0.13
108 H -2.4600 -2.1654 -0.2591  0.12
109 H -4.3748 5.0342 -1.6320  0.11
110 H 6.9936 1.6616 0.8267  0.12

## Properties
- calculated total energy (hartree) = -3223.8361
- orbital gap (eV) = 10.603
- 2S+1 = 1

3.
Entry from OMol25: 2 unconnected molecules or ions with the total composition C12H14N2S (the ωB97M-V functional and the def2-TZVPD basis).

Each line ends with the natural charge from an NBO analysis.
Atoms and positions in Å:
1 S -2.5172 2.6063 0.1540  -0.16
2 N -1.0517 0.6797 -1.0873  -0.44
3 N -1.2391 2.0414 2.6430  -0.58
4 C -0.5456 1.1978 2.0611  0.41
5 C 2.5743 -0.8042 1.9881  -0.21
6 C 1.7188 0.3136 1.8678  -0.20
7 C 0.6908 -2.1914 2.5300  -0.21
8 C 2.0613 -2.0714 2.3326  -0.22
9 C -0.0198 -0.3438 -1.3155  -0.20
10 C -0.1408 -1.1273 2.4466  -0.17
11 C 0.4106 -0.0703 -2.7230  -0.41
12 C 0.3633 0.1636 2.0963  -0.21
13 C -0.9679 0.0480 -3.4000  -0.42
14 C -1.5138 1.3199 -0.0585  0.02
15 C -1.6558 1.0444 -2.4026  -0.22
16 H -1.1330 -1.4405 2.6935  0.23
17 H 2.8813 -2.8393 2.4354  0.23
18 H 0.9462 0.8187 -2.7365  0.21
19 H -0.4456 -1.2972 -1.1790  0.19
20 H -1.2527 -0.9571 -3.3341  0.21
21 H 3.7272 -0.7578 1.8691  0.23
22 H -2.6688 0.9784 -2.5777  0.21
23 H 0.3209 -3.1369 2.7104  0.21
24 H 2.0239 1.4112 1.5912  0.24
25 H 1.2193 -0.7497 -3.1272  0.22
26 H -1.4314 2.2271 -2.6542  0.20
27 H 0.5917 -0.2737 -0.5099  0.23
28 H -1.0684 0.5331 -4.4068  0.23
29 H -1.8778 2.6771 2.0931  0.39

## Properties
- calculated total energy (hartree) = -973.1926
- orbital gap (alpha / beta) (eV) = 7.266 / 7.264
- 2S+1 = 1

calculated total energy of number 3 (C12H14N2S)?
-973.1926 hartree

Which of these has the highest calculated total energy?
C12H14N2S

What is the formula in the second record?
C33H51NO25

What is the formula in the second record?
C33H51NO25